No. 1
19
Properties=species:S:1:pos:R:3:forces:R:3:mulliken_charge:R:1 method="wB97M-V/def2-TZVPD" e_lumo_ev=-3.467 orbital_gap_ev=5.426 de_lowest_ev=5.704 mol_weight_g_mol=133.22 e_tot_ha=-725.115250
C 0.161467 1.647751 0.457717 1.9366 0.4162 -0.4397 -0.46
C 1.220824 2.109156 -0.544531 -0.0338 0.4239 -0.3121 -0.62
S 1.974899 0.797672 -1.483852 -1.7339 -0.1508 0.3652 -0.13
C -0.841723 0.713417 -0.244003 -3.0626 -0.8951 2.6241 0.46
N -1.190399 -0.447468 0.738283 -0.0215 0.3974 -1.5892 -0.34
C -0.928881 -1.840282 0.312861 1.1727 0.8634 -0.8790 -0.40
C 0.587884 -2.094871 0.121467 -0.6041 -0.4530 1.7438 -0.77
O -1.923145 1.226250 -0.676818 1.3030 0.0654 -0.4168 -0.59
H 0.685220 1.071880 1.222621 -0.4368 0.1870 0.1971 0.35
H -0.318410 2.558661 0.814114 -0.2946 -0.3708 0.4245 0.29
H 0.785763 2.887418 -1.179360 0.2508 -0.1696 -0.1425 0.32
H 2.062252 2.551214 0.014071 -0.2052 0.0593 0.0459 0.39
H -0.220659 0.144241 -1.033171 1.8641 -0.0638 -1.3453 -0.07
H -2.205596 -0.341373 0.778067 0.1136 -0.0016 0.2816 0.24
H -1.402297 -2.493439 1.047978 0.2409 -0.0865 -0.1260 0.37
H -1.352779 -2.036691 -0.687390 -0.4464 0.0429 0.3185 0.29
H 1.099483 -1.952386 1.087601 -0.1491 -0.5284 -0.1054 0.26
H 1.105960 -1.387567 -0.491661 -0.2252 0.1566 -0.7411 0.03
H 0.700140 -3.113583 -0.253995 0.3314 0.1074 0.0962 0.38


No. 2
20
Properties=species:S:1:pos:R:3:forces:R:3:mulliken_charge:R:1 method="wB97M-V/def2-TZVPD" e_lumo_ev=0.654 orbital_gap_ev=9.361 de_lowest_ev=2.642 mol_weight_g_mol=165.28 e_tot_ha=-1123.411286
C 1.731786 -2.311375 -0.884174 -1.9134 0.2423 1.5376 -0.89
C 3.067493 -0.316174 -0.274351 0.7540 -0.0946 0.9715 -0.85
C 0.652663 -0.146321 -0.405813 -0.1099 2.3671 2.5219 -0.47
C -0.468736 0.007598 -1.392207 -1.9198 -1.8776 0.4571 -0.54
C 0.037419 -0.473974 0.995446 -0.5257 -1.9903 -1.0177 -0.61
H 2.000475 -2.912864 0.080184 -0.2885 1.2442 -1.3180 0.26
H 2.408467 -2.632771 -1.672775 -0.3851 -0.2928 -0.1694 0.36
H 0.579597 -2.541538 -1.050084 2.5999 0.1264 -0.1741 0.29
H 3.243037 -0.255765 0.885005 -0.5066 -0.7281 -1.7220 0.24
H 3.827954 -0.941549 -0.775935 0.0792 0.4418 0.6580 0.33
H 3.214585 0.714290 -0.580517 -0.0185 0.1813 -0.3124 0.36
H 1.087493 0.815993 -0.147033 -0.5863 0.8056 -0.5021 0.32
H -0.366793 0.688270 -2.169512 0.7585 1.3828 -1.1840 0.44
H -0.704244 -0.954516 -1.851358 0.2115 -0.0766 -0.0763 0.30
H -0.308733 -1.545138 1.031803 -0.2001 1.0469 0.0364 0.36
H 0.778408 -0.378166 1.761634 0.3806 0.3645 0.5713 0.44
N 1.820849 -0.817265 -0.786126 0.1953 -2.8376 -0.4703 0.07
O -0.515243 2.043099 1.296227 -1.0878 -1.5515 0.2217 -0.59
S -2.122595 0.441938 -0.593570 1.1233 -0.2750 0.0343 -0.15
S -1.284156 0.730643 1.305335 1.4394 1.5213 -0.0633 0.33


No. 3
18
Properties=species:S:1:pos:R:3:forces:R:3:mulliken_charge:R:1 method="wB97M-V/def2-TZVPD" e_lumo_ev=-3.527 orbital_gap_ev=9.347 de_lowest_ev=4.172 charge=+1 mol_weight_g_mol=116.12 e_tot_ha=-592.773019
C 3.391900 -0.768841 1.419802 -2.0897 -1.8091 0.7851 -0.80
C 2.728553 0.063480 0.650742 2.0971 1.7357 0.7012 -0.28
C 1.404085 -0.164908 0.283814 -1.9894 -2.0784 1.1776 0.27
C 0.615717 0.751777 -0.168485 -4.6204 -2.3718 -1.3168 -0.05
C -1.324969 -0.053482 -0.625131 3.8134 3.0148 -0.5305 -0.67
N -1.433278 -1.404433 -0.001579 3.2807 0.4513 -3.4552 -0.15
P -2.416750 1.276522 0.090990 2.5983 0.3068 1.1086 0.09
H 4.355259 -0.673217 1.754374 2.2234 0.6915 0.6297 0.34
H 2.860660 -1.623852 1.905369 0.4659 0.3771 -0.9388 0.17
H 3.092651 1.090315 0.468703 0.2717 -0.8190 -0.4171 0.28
H 1.014620 -1.194816 0.669128 0.6495 1.3563 -0.8860 -0.20
H 0.757795 1.754791 -0.464812 -0.0614 0.7990 -0.3740 0.41
H -1.243567 -0.112037 -1.765730 -0.2594 0.0183 1.8333 0.45
H -0.372920 -1.634006 0.268488 -2.4602 -0.3372 -0.8227 0.29
H -1.934499 -1.264107 0.823267 -1.5217 -0.5200 1.6693 0.37
H -1.880205 -1.942744 -0.813940 0.8026 -0.1152 2.2688 0.40
H -3.434007 0.658162 -0.426091 -3.1549 -1.1951 -0.9849 0.05
H -2.502874 0.567173 1.355623 -0.0455 0.4950 -0.4474 0.04


No. 4
18
Properties=species:S:1:pos:R:3:forces:R:3:mulliken_charge:R:1 method="wB97M-V/def2-TZVPD" e_lumo_ev="-6.142 / -6.143" orbital_gap_ev="9.644 / 9.643" de_lowest_ev=2.969 charge=+1 mol_weight_g_mol=116.12 e_tot_ha=-592.817247
C 3.170904 -0.276981 -0.088920 -6.6567 -0.9665 4.7919 0.01
C 0.016762 -0.899400 -1.526189 -1.3482 -0.6793 1.7095 -0.94
C -1.495715 -0.047275 0.970846 1.8716 5.3736 -1.1315 -1.07
C 0.407282 1.574458 -0.292836 0.3861 -1.8622 -2.9230 -1.35
C 1.386609 -0.617869 1.265638 3.8620 0.2766 -2.3023 -0.53
N 4.069154 -0.292923 -0.758439 3.4230 0.1097 -2.6267 -0.24
P 0.152768 -0.151634 0.128542 -2.2570 2.5272 -0.5802 0.76
H -0.502177 -1.930563 -1.423844 0.6739 1.9022 -0.6612 0.39
H 1.044924 -1.003406 -1.822824 0.3261 -0.0295 -0.8188 0.39
H -0.559187 -0.032014 -2.007887 0.7172 -1.7963 0.0757 0.39
H -2.201744 0.376759 0.185603 0.7341 -0.8328 0.9812 0.32
H -1.333894 0.849587 1.745650 -0.4403 -2.0311 -1.4945 0.36
H -1.822883 -0.866561 1.447933 -1.2940 -2.9916 1.5436 0.45
H -0.538089 1.889604 -0.674986 -0.8209 0.3203 -0.4146 0.46
H 1.103562 1.571183 -1.179329 -0.3397 0.3499 1.1116 0.40
H 0.649243 2.238658 0.450113 1.0353 1.3214 1.9172 0.45
H 1.817989 0.067103 1.997645 -0.5761 -0.3413 0.1098 0.40
H 1.380803 -1.680727 1.367886 0.7035 -0.6502 0.7123 0.35


No. 5
18
Properties=species:S:1:pos:R:3:forces:R:3:mulliken_charge:R:1 method="wB97M-V/def2-TZVPD" e_lumo_ev="-0.463 / -0.464" orbital_gap_ev="7.620 / 7.615" de_lowest_ev=4.332 mol_weight_g_mol=117.22 e_tot_ha=-649.879834
C 0.105468 2.085284 1.320314 -3.2020 -0.9346 -1.5980 -0.09
C 1.123851 0.044201 -0.966721 -0.9010 -1.9362 -2.5323 -1.44
C 0.314343 -1.977537 0.164297 1.9057 1.0528 2.1178 -1.24
C -1.628412 0.331065 -0.262165 -0.3601 -0.0799 -0.2807 -0.63
C 0.658234 -0.472089 0.387087 -0.6910 -0.3742 -2.9426 0.44
N -0.582037 0.113301 0.733258 -1.0794 4.3617 2.6682 -0.41
S -0.829231 3.302112 0.840096 1.3522 -1.3855 0.6093 -0.18
H 0.905205 2.106692 2.053723 0.1710 -0.3987 -0.1456 0.31
H 2.064809 -0.350455 -1.239964 1.7012 -0.0539 0.2328 0.45
H 0.577439 -0.470297 -1.892568 0.3464 1.1946 2.0370 0.32
H 1.090413 1.096572 -1.127998 -0.0001 0.8668 0.1194 0.35
H -0.712481 -1.943730 -0.080174 -0.8712 -0.7003 -0.9291 0.32
H 0.396714 -2.437372 1.156662 -0.0016 -0.4266 -0.3925 0.32
H 1.039692 -2.367415 -0.545845 -0.4791 -0.5222 -0.0629 0.37
H -2.111933 1.359440 -0.319537 1.2480 -0.5923 0.4494 0.17
H -1.249885 0.088512 -1.258494 -0.3158 0.2163 -0.0817 0.23
H -2.557015 -0.278489 -0.098467 1.0098 0.0586 0.3165 0.29
H 1.394826 -0.229794 1.136495 0.1670 -0.3464 0.4151 0.41


No. 6
18
Properties=species:S:1:pos:R:3:forces:R:3:mulliken_charge:R:1 method="wB97M-V/def2-TZVPD" e_lumo_ev="-0.096 / -0.449" orbital_gap_ev="7.222 / 6.693" de_lowest_ev=4.656 mol_weight_g_mol=117.22 e_tot_ha=-649.867917
C 1.433055 1.077203 -0.779452 2.0536 -0.1030 0.6749 0.07
C -0.810424 -1.348993 0.369012 -1.7802 0.3969 5.3156 -0.56
C 2.607576 1.140684 -0.524142 -0.3335 -0.0715 -0.9461 -0.16
C 4.058516 1.328624 -0.463227 -0.7846 0.1765 1.2971 -1.12
C -4.174395 -0.067101 -0.033168 0.4370 -2.1042 -1.8679 -0.74
N 0.389361 -1.473420 0.946007 -0.0667 0.6802 -1.2629 -0.31
S -2.630797 0.868053 -0.064023 1.4714 -0.8235 -0.2736 -0.32
H 1.158159 -1.509678 0.271818 0.0048 0.3818 0.9202 0.27
H 0.429356 0.898155 -0.887626 -1.9284 -0.0266 -0.2737 0.35
H -1.681170 -1.548793 1.022530 0.6747 0.5441 -0.4167 0.25
H -0.956880 -1.639478 -0.565472 -0.1586 -0.9109 -4.1303 0.51
H 4.530073 0.433677 -0.031089 0.1365 0.3454 -0.4813 0.28
H 4.431650 1.641909 -1.428505 0.3004 -0.2243 -0.1279 0.28
H 4.182908 2.148345 0.254186 0.4884 -0.0749 -0.1589 0.29
H -4.676109 -0.391180 -1.050638 1.1835 0.8841 1.8193 0.22
H -4.058031 -0.998313 0.564496 -0.1217 0.4529 -0.2530 0.20
H -4.783071 0.589760 0.499888 -1.5832 0.7275 0.7655 0.27
H 0.550221 -1.149457 1.899398 0.0065 -0.2504 -0.6003 0.24


No. 7
18
Properties=species:S:1:pos:R:3:forces:R:3:mulliken_charge:R:1 method="wB97M-V/def2-TZVPD" e_lumo_ev="-1.578 / -1.829" orbital_gap_ev="8.699 / 8.407" de_lowest_ev=6.385 mol_weight_g_mol=113.24 e_tot_ha=-541.146643
C -1.993228 2.243645 2.325353 -0.8896 0.0218 0.6108 -0.15
C -1.675487 1.458449 1.483649 0.9081 -2.7560 -3.8946 -0.36
C 0.606743 -1.475337 1.081728 0.7733 0.2556 0.3662 -0.89
C 1.085903 1.381021 -0.524505 0.9899 -0.4386 -0.6454 -1.12
C 0.486902 -1.258303 -1.950372 -0.8081 -1.6892 0.3536 -1.13
N -1.465982 0.159074 -0.432315 -1.8536 0.6262 3.3369 -0.39
Si 0.230448 -0.311726 -0.365130 1.5589 0.5505 0.8689 0.49
H -2.614303 2.646057 3.085562 0.3178 0.5126 0.2870 0.36
H -0.351116 -1.932519 1.460936 1.0902 -0.1163 -0.6663 0.31
H 1.431156 -2.218923 0.685515 -1.7717 1.2276 1.2709 0.25
H 0.948133 -0.858090 1.972548 0.0326 -0.8769 -1.0517 0.28
H 0.587651 1.797143 -1.394449 -0.6613 0.4578 0.0772 0.30
H 1.143899 2.097959 0.285889 -0.7573 -0.0736 0.3240 0.37
H 2.113781 1.434742 -0.909626 0.1189 -0.8560 0.1932 0.39
H 0.598912 -2.367007 -1.865001 -0.0021 0.7282 0.5720 0.33
H -0.473249 -1.202070 -2.469712 0.3902 0.4914 -0.7624 0.33
H 1.371763 -0.964464 -2.482665 0.0190 0.6121 -0.6577 0.34
H -2.031924 -0.629647 0.012596 0.5448 1.3228 -0.5826 0.29


No. 8
17
Properties=species:S:1:pos:R:3:forces:R:3:mulliken_charge:R:1 method="wB97M-V/def2-TZVPD" s_squared=0.766 e_lumo_ev="1.028 / -1.598" orbital_gap_ev="10.062 / 7.445" de_lowest_ev=2.103 mol_weight_g_mol=87.14 multiplicity=2 e_tot_ha=-272.201149
C 1.184061 0.280009 2.007587 -0.0259 -0.2028 0.6767 -1.05
C 0.158120 -0.683810 1.439640 0.2240 0.6563 -1.1026 -0.51
C -0.468474 -0.094640 0.156672 -0.2978 -3.2415 0.0555 -0.03
C -0.424667 -0.802015 -1.013689 0.5081 0.1013 -1.2509 -0.12
C -1.153486 -0.350745 -2.296847 -0.4935 1.0334 0.0043 -1.04
H 1.621058 -0.092886 2.951042 -0.0526 0.1047 -0.4595 0.36
H 1.946069 0.511431 1.271672 0.2034 -0.0811 0.0781 0.31
H 0.664453 1.204936 2.221673 0.0827 0.3634 0.1582 0.27
H 0.578145 -1.657360 1.230307 0.3943 -0.2217 -0.3264 0.30
H -0.590197 -0.896447 2.185934 -0.6298 0.2292 0.2010 0.31
H -1.282819 0.582906 0.304709 -0.0026 0.6980 -0.1284 0.29
H 0.243823 -1.704445 -1.189305 -0.7283 1.2450 0.7557 0.25
H -0.739058 -0.677998 -3.275298 0.0206 -0.2444 0.9256 0.33
H -2.249746 -0.584204 -2.322993 0.8893 -0.0967 0.2362 0.26
H -1.106748 0.762907 -2.351520 -0.0895 -0.6874 0.1675 0.27
O 0.485264 1.840990 -0.351829 1.3376 2.1658 -1.1036 -0.45
H 1.134204 2.361371 -0.967757 -1.3400 -1.8214 1.1127 0.25


No. 9
18
Properties=species:S:1:pos:R:3:forces:R:3:mulliken_charge:R:1 method="wB97M-V/def2-TZVPD" e_lumo_ev=3.722 orbital_gap_ev=7.636 de_lowest_ev=0.581 charge=-1 mol_weight_g_mol=103.14 e_tot_ha=-347.628300
C -0.551497 -0.761341 -0.959522 -1.2236 -0.2024 1.6309 0.04
C -0.291739 -1.760970 -2.069086 0.1830 0.5041 -0.0669 -1.09
C -0.593052 0.769887 -1.186281 0.6157 -0.1078 -0.7774 0.39
O -0.386459 1.463178 -0.166550 -0.1965 0.0522 0.0553 -0.68
O -0.812433 1.144876 -2.360463 -0.1120 -0.0021 0.0226 -0.76
H -1.558236 -0.965269 -0.548748 -0.2028 0.0057 -0.4745 0.14
H -0.047862 -0.924722 -0.013238 1.0755 -0.1720 -0.1249 0.06
H -1.159508 -1.710803 -2.719634 0.0827 -0.2633 -0.3832 0.24
H -0.133345 -2.782027 -1.712649 -0.2766 0.0068 0.1722 0.36
H 0.594424 -1.515008 -2.650656 0.0418 0.2103 -0.1398 0.27
C 0.640637 0.303007 2.585198 0.4488 0.4440 0.5750 -0.82
C 1.639193 -0.670024 3.284259 -0.1950 1.7628 -0.5310 -0.85
H -0.305057 -0.139875 2.315517 -0.1474 -0.2319 -0.1983 0.25
H 0.404892 1.174798 3.210214 -0.0293 -0.3083 0.1796 0.37
H 1.057510 0.764638 1.704495 -0.0478 -0.1842 -0.5192 0.26
H 2.569576 -0.678759 2.711340 -0.1612 -0.5767 -0.1357 0.26
H 1.940256 -0.174082 4.210421 -0.1865 -0.6952 0.3909 0.27
H 1.187911 -1.646715 3.395275 0.3313 -0.2417 0.3243 0.27


No. 10
18
Properties=species:S:1:pos:R:3:forces:R:3:mulliken_charge:R:1 method="wB97M-V/def2-TZVPD" e_lumo_ev=4.021 orbital_gap_ev=7.814 de_lowest_ev=0.481 charge=-1 mol_weight_g_mol=103.14 e_tot_ha=-347.631977
C 2.215270 -2.737352 0.603852 -0.1394 0.1791 -0.9622 -0.95
C 1.561695 -1.351687 0.833174 0.3825 1.2901 1.4120 0.64
O 0.565673 -1.219972 1.595054 0.0351 -0.9095 -0.6506 -0.74
O 2.246281 -0.386377 0.392806 -0.2307 -0.5309 -0.4795 -0.74
H 2.999856 -2.845298 1.349367 0.0198 -0.1035 0.1233 0.22
H 2.698464 -2.679049 -0.380633 0.0643 -0.1221 0.2326 0.28
H 1.568779 -3.618753 0.597294 -0.1930 0.2184 0.3236 0.28
C -0.982528 1.330482 0.065571 0.6108 -0.9860 0.4308 0.23
C -1.997261 0.246544 -0.298882 0.1044 0.5071 -1.9211 -1.22
C -0.737745 2.399105 -1.013004 -0.2675 0.9772 1.7945 -1.20
H -1.313862 1.730844 1.034436 -0.1455 0.6884 -0.4205 0.19
H -0.012171 0.928184 0.379850 -0.1281 -0.4866 -0.4479 0.05
H -2.954455 0.756195 -0.492959 -0.1952 -0.3848 0.5872 0.35
H -0.307483 2.154279 -1.974408 0.1347 -0.7054 0.0054 0.33
H -1.638412 2.977537 -1.186611 -0.4524 0.0827 -0.2900 0.36
H -2.057288 -0.648935 0.305169 -0.0449 0.2908 0.6871 0.33
H -1.783995 -0.149486 -1.304180 0.3328 0.0195 0.0619 0.30
H -0.070826 3.113742 -0.505903 0.1121 -0.0247 -0.4865 0.29


No. 11
18
Properties=species:S:1:pos:R:3:forces:R:3:mulliken_charge:R:1 method="wB97M-V/def2-TZVPD" e_lumo_ev=3.690 orbital_gap_ev=7.334 de_lowest_ev=0.825 charge=-1 mol_weight_g_mol=103.14 e_tot_ha=-347.619334
C 1.602567 1.806135 -1.010218 -0.0266 1.2898 0.8182 -0.83
C 1.391038 2.591556 -2.303655 0.6887 -1.6956 -0.3214 -0.88
H 2.302152 2.388235 -0.416605 0.2936 0.1100 0.2650 0.37
H 0.709254 1.774059 -0.384071 -0.0393 -0.4798 -0.1364 0.19
H 2.082352 0.834371 -1.090026 -0.4170 -0.1851 -0.3983 0.31
H 1.356630 3.666058 -2.187158 -0.6012 0.0955 0.0312 0.29
H 0.656757 2.112024 -2.940107 -1.0401 0.5670 0.1985 0.29
H 2.233909 2.373123 -2.925840 1.1600 0.3074 -0.4053 0.28
C -1.057624 -1.824673 0.178814 1.6663 0.6485 2.3154 -0.52
C -0.861063 -1.050279 -1.104253 0.2067 -0.2116 0.2886 -0.56
C -0.625097 -0.897304 1.443983 -0.5385 -0.0404 -1.4917 0.49
O -0.166965 -1.520586 2.411882 -0.0491 -0.0041 0.5442 -0.74
O -0.740547 0.329105 1.231069 0.0513 0.2706 0.5642 -0.71
H -1.990041 -2.282523 0.499400 -0.3343 -0.0081 -0.6968 0.33
H -0.251944 -2.538614 0.362827 -0.2807 -0.5729 -0.7014 0.18
H -1.720487 -0.432936 -1.351690 -0.1556 -0.2499 -0.4780 0.25
H -0.451123 -1.687580 -1.890555 -0.6630 -0.0005 -0.4520 0.37
H -0.073352 -0.333674 -0.900885 0.0788 0.1591 0.0558 -0.11


No. 12
18
Properties=species:S:1:pos:R:3:forces:R:3:mulliken_charge:R:1 method="wB97M-V/def2-TZVPD" e_lumo_ev=3.598 orbital_gap_ev=7.267 de_lowest_ev=0.726 charge=-1 mol_weight_g_mol=103.14 e_tot_ha=-347.622966
C 0.521350 0.836707 -1.879960 -0.0300 -0.5594 1.7950 -0.19
C 1.861245 0.419099 -1.236681 0.1913 0.7979 -0.6530 -1.11
C -0.662967 0.189669 -1.143928 -0.8750 -0.0995 -0.4734 -1.04
H 0.358658 1.905524 -1.735917 0.3670 0.1652 -0.4622 0.21
H 0.562095 0.611895 -2.942937 -0.2509 -0.0930 -0.0420 0.33
H 2.601076 0.611060 -2.021551 0.4354 -0.3170 0.3869 0.34
H -0.496821 -0.714235 -0.556871 0.5077 -0.2337 -0.4742 0.29
H -1.088353 0.835427 -0.382350 -0.0016 0.4087 -0.2939 0.27
H 1.894064 -0.613465 -0.895479 -0.1253 -0.1409 -0.3436 0.31
H 2.142061 1.017495 -0.368074 -0.2137 0.1185 -0.0223 0.27
H -1.466250 -0.020560 -1.857160 -0.0640 -0.0627 0.1522 0.34
C -0.468065 -0.132147 2.123354 -1.7022 -1.4872 0.4558 -0.74
C -1.358386 -1.463838 2.173678 0.8849 0.6960 -0.8853 0.64
O -0.714392 -2.521643 2.310838 -0.2227 -0.3218 0.2000 -0.73
O -2.577563 -1.253128 2.024080 -0.2403 -0.2620 0.2147 -0.73
H -0.941261 0.466234 1.365014 0.1488 0.5184 0.1899 0.06
H 0.552015 -0.397919 1.900418 0.4305 0.2561 0.2808 0.09
H -0.718504 0.223817 3.123523 0.7601 0.6165 -0.0253 0.39